1.
# C46H46BaClN7O5S2

A structure of composition C46H46BaClN7O5S2 (ωB97M-V/def2-TZVPD, the Open Molecules 2025 dataset).

Last column: Mulliken charge in e.
Element x y z (Å)
H  -1.900509  -2.689218  -0.557974  0.573
Cl  7.766378  -0.055984  4.263105  -0.262
C  -4.369401  -0.550741  -1.177070  -0.324
H  -0.666765  -3.070100  3.727424  0.545
C  0.818560  -1.683677  3.167998  0.585
C  5.752877  -2.811860  2.155216  0.925
C  5.343532  -4.252094  2.286709  -1.667
H  -0.551519  -2.959767  1.182415  0.486
H  -3.417682  -2.539982  0.333978  0.402
C  -2.411534  0.853325  3.915806  -0.846
O  1.895976  -1.828026  -0.310783  -0.739
H  0.809620  3.703214  -2.000503  -0.790
N  -1.067280  1.347889  2.013965  0.976
C  3.055029  -1.890143  3.999831  -0.585
H  -1.869082  0.134720  -3.941774  0.462
C  -1.782400  1.841568  4.647494  -0.698
H  0.245632  5.261082  -2.555917  0.716
C  5.703439  -0.743435  0.894275  -0.716
C  -2.767398  5.175031  -4.722185  -0.752
S  -1.939046  3.463611  -1.172912  -0.144
H  5.343862  4.199537  -0.905970  0.450
C  -1.275386  3.021440  -3.769121  0.366
C  -3.072907  -1.047069  -1.165430  0.447
H  3.782865  -2.952320  -1.700722  0.492
H  3.799444  -2.398234  4.600444  0.473
H  1.537312  6.436683  -0.835233  0.544
H  -2.069221  2.030705  5.674034  0.410
O  1.525137  2.394082  -0.115111  0.656
H  -1.215204  -1.423077  3.735692  0.154
C  -3.867474  0.515021  -3.248461  -0.629
C  3.041392  2.427094  -2.676405  0.574
C  0.802352  0.094946  -4.242018  0.422
H  -3.307112  0.113008  1.025615  0.253
O  4.653881  -2.804860  0.106972  -0.483
O  -1.330297  2.083919  -1.085964  -0.443
C  -1.312203  3.291639  -5.131089  -0.893
H  -5.773321  0.653174  -2.266331  0.415
H  6.802548  -2.719738  4.016857  0.399
O  3.127192  -0.007844  -0.728711  -0.344
C  0.551627  4.707389  -1.667362  0.687
H  6.715642  0.925926  1.797840  0.467
C  3.668074  2.436808  -3.916399  -0.914
H  1.451859  -3.211893  4.537116  0.458
H  0.333828  2.828942  2.220864  0.314
H  4.404193  -0.391215  3.241555  0.946
H  2.649724  0.661615  1.856176  0.202
C  -0.771296  2.575286  4.047738  -1.052
C  -0.631121  4.635775  -0.707719  -0.557
C  6.449989  -0.118791  1.890514  -0.924
H  -3.410039  -1.003385  2.383368  0.097
C  5.366598  -2.085832  1.022240  0.846
C  4.867468  3.723700  -1.755855  -0.687
S  2.895242  3.048581  -0.008742  0.225
H  2.526051  5.477520  -1.911335  0.409
H  -1.139196  5.597067  -0.593789  0.623
C  4.132009  -2.150461  -1.057312  -1.206
H  5.649529  -4.654474  3.251791  0.414
H  1.870632  4.829043  1.015154  0.557
C  2.408599  -0.190204  2.483743  0.120
C  -2.741735  4.908368  -3.360184  -0.584
H  -3.192602  0.247650  4.358920  0.502
C  4.880686  3.094785  -4.077507  -0.663
Ba  0.398883  0.215467  -0.472620  -0.355
H  4.902819  -1.574181  -1.569447  0.346
N  -0.365680  -0.785097  -7.264986  -0.677
H  3.419407  5.315023  0.330913  0.525
C  1.794766  5.407424  -1.104218  -1.286
N  -2.198328  -0.785466  -2.139394  -0.106
C  -2.572314  -1.974690  -0.083322  -1.154
N  1.029149  0.269337  -5.501558  -0.692
H  6.435092  4.232440  -3.120901  0.405
C  6.840327  -0.835063  3.000943  0.116
C  2.485839  4.793211  0.111972  -1.012
H  5.355081  -0.163727  0.054009  0.402
N  0.675467  0.129854  -3.076668  -0.992
C  -2.597460  -0.030855  -3.159338  -0.401
C  -2.054767  4.368256  -5.603623  -0.587
C  -1.271972  -2.433647  1.813948  -1.405
H  -3.309773  5.518523  -2.667216  0.436
C  3.641933  3.082938  -1.619722  0.843
C  1.751109  -2.344986  3.961636  -1.271
H  -4.135703  1.122392  -4.102606  0.492
N  -1.818808  -1.320175  1.008230  1.049
C  -4.767609  0.253552  -2.231869  -0.719
H  -2.085742  4.575041  -6.665144  0.415
C  -2.708350  -0.431085  1.756999  -0.174
H  -0.763981  2.654978  -5.814380  0.450
H  -0.237086  3.347102  4.584279  0.493
H  2.117936  1.884114  -2.543573  -0.069
C  0.263678  -0.323974  -6.409676  0.561
H  -0.711903  2.182572  -3.380041  0.339
C  -1.987382  3.839475  -2.905625  0.683
H  -0.344777  4.277665  0.283914  0.099
H  -2.094838  -3.135489  2.015477  0.490
C  -2.018674  0.623798  2.602714  -0.328
C  3.394926  -0.778760  3.252909  -1.396
C  5.482353  3.735054  -2.997928  -0.747
N  1.150668  -0.626553  2.427484  0.936
C  -0.455595  2.288001  2.732421  -0.252
C  2.959244  -1.258164  -0.677043  1.593
H  -3.351794  6.004863  -5.096818  0.386
H  4.262465  -4.354550  2.182972  0.257
H  -5.058130  -0.807807  -0.381810  0.467
H  3.208708  1.912669  -4.745141  0.516
H  5.790408  -4.859316  1.498107  0.382
C  -0.619716  -2.135639  3.165702  -0.784
H  5.368752  3.096957  -5.042987  0.412
C  6.493145  -2.172833  3.134757  -0.376

Cartesian forces, eV/Å:
0.0 0.0 0.0
-0.1 0.0 -0.1
0.0 -0.1 0.0
0.0 0.0 0.0
0.0 0.0 -0.1
0.1 -0.1 0.1
0.0 0.1 0.0
0.0 0.0 0.0
-0.1 0.0 0.1
-0.1 -0.1 0.0
0.7 -0.4 -0.1
0.0 0.0 0.0
0.0 0.0 0.1
0.0 0.0 0.1
0.0 0.0 0.0
0.0 0.1 0.1
0.0 0.0 0.0
0.1 -0.1 0.0
0.1 0.0 0.0
0.3 -0.6 0.1
0.0 0.0 0.0
0.0 0.1 -0.2
0.2 -0.1 0.0
0.0 -0.1 0.0
0.0 0.0 0.0
0.0 0.0 0.0
0.0 0.0 0.0
1.1 1.0 0.2
0.0 0.0 0.0
-0.1 0.0 0.0
0.1 0.0 -0.1
0.0 0.5 0.2
0.0 0.0 0.0
0.1 0.1 0.0
-0.6 0.9 -0.1
0.0 0.0 0.0
0.0 0.0 0.0
0.0 0.0 0.0
-0.1 -0.3 0.0
0.0 0.0 0.1
0.0 0.0 0.0
0.1 0.0 0.0
0.0 0.0 0.0
0.0 0.0 0.0
-0.1 0.0 0.1
0.0 0.0 0.0
0.0 0.0 0.0
0.1 0.0 0.1
0.1 0.0 -0.1
0.0 0.0 0.0
-0.2 0.0 -0.3
0.0 0.0 0.0
-0.6 -0.4 0.1
0.0 0.0 0.0
0.0 0.0 0.0
0.2 -0.1 0.2
0.0 0.0 0.0
0.0 0.1 0.0
0.0 0.0 0.0
0.0 0.0 -0.1
0.0 0.0 0.0
0.0 0.0 0.1
-1.1 -0.7 0.7
0.1 0.0 0.0
-0.1 0.0 -0.1
0.0 0.0 0.0
-0.1 0.1 0.0
0.0 0.1 0.1
0.0 0.2 0.0
-0.1 -0.2 -0.1
0.0 0.0 0.0
0.1 0.0 0.1
-0.2 0.2 0.0
0.0 0.0 -0.1
0.2 -0.2 -1.0
0.1 -0.1 0.1
0.0 0.0 0.1
0.0 0.1 0.0
0.0 0.0 0.0
0.1 -0.2 -0.1
-0.1 -0.1 0.0
0.0 0.0 0.0
0.0 0.0 0.0
-0.1 0.0 0.0
0.0 0.0 0.0
0.1 0.0 0.1
0.0 0.0 0.0
0.0 0.0 0.0
0.0 0.0 0.0
0.1 0.1 0.2
0.0 0.0 0.0
0.0 -0.1 -0.2
0.0 0.0 0.0
-0.1 0.0 0.0
0.1 0.0 -0.2
0.0 0.1 0.0
-0.1 0.0 0.0
0.0 0.0 0.0
-0.1 -0.1 -0.1
-0.2 0.2 0.2
0.0 0.0 0.0
0.0 0.0 0.0
0.0 0.0 0.0
0.0 0.0 0.0
0.0 0.0 0.0
0.0 -0.1 -0.1
0.0 0.0 0.0
0.0 0.0 0.0

## Properties
E_HOMO in eV: -7.84
Total energy in Eh: -3822.17857
Gap between HOMO and LUMO in eV: 7.806
Molecular weight in g mol⁻¹: 1013.8
LUMO in eV: -0.035

***

2.
# C5H11NO

A cluster of 3 separate species, C5H11NO in total (ωB97M-V/def2-TZVPD, the Open Molecules 2025 dataset).

Last column: Mulliken charge in e.
Element x y z (Å)
H  -2.930821  0.579375  1.446717  0.339
C  -0.853949  0.195107  1.169131  -0.615
H  1.416714  -2.500247  -0.403231  0.326
H  0.885182  -1.995421  1.210117  0.358
H  -2.539228  -0.197585  -0.088613  0.301
C  0.429709  0.448528  -0.532434  0.843
N  0.266939  -0.793436  -0.392883  -0.110
C  1.277838  -1.647516  0.253133  -0.817
H  0.233997  2.486148  -0.149115  0.305
H  -2.205411  1.525285  0.140867  0.326
C  -2.199813  0.551584  0.628361  -0.989
H  -0.799632  -0.753165  1.688097  0.324
H  -0.287011  0.970389  1.678339  0.405
H  2.261526  -0.778166  -2.132732  0.228
H  0.956839  1.969171  -1.802065  0.325
C  0.547188  1.713409  -0.837697  -1.033
H  2.225842  -1.130499  0.406399  0.284
O  1.314089  -0.642961  -2.282391  -0.800

Cartesian forces, eV/Å:
0.1 0.0 0.0
0.3 -0.1 -0.3
0.0 0.0 0.0
0.0 0.0 0.0
0.0 0.0 0.0
-0.1 0.1 0.1
-0.2 -0.1 0.2
0.0 0.2 0.0
0.0 -0.1 0.0
0.0 0.0 0.0
0.0 0.0 0.0
0.0 0.0 0.0
0.0 0.0 0.0
-0.1 0.0 0.0
0.0 -0.1 0.0
0.0 -0.1 0.0
-0.1 0.0 0.0
0.1 0.0 0.1

## Properties
E_HOMO (alpha / beta) in eV: -7.11 / -8.33
Total energy in Eh: -326.85475
Gap between HOMO and LUMO (alpha / beta) in eV: 6.828 / 8.465
Molecular weight in g mol⁻¹: 101.1
LUMO (alpha / beta) in eV: -0.284 / 0.133

***

3.
# C5H12O4

A structure of composition C5H12O4 (ωB97M-V/def2-TZVPD, the Open Molecules 2025 dataset).

Last column: Mulliken charge in e.
Element x y z (Å)
C  -1.221686  -0.004513  1.309039  0.075
C  1.748696  0.435654  -1.817377  -1.100
H  -0.035626  1.780347  1.372567  0.288
O  -1.996095  0.347789  0.301410  -0.680
H  2.137347  -0.561814  -1.631231  0.394
H  2.235599  1.153232  -1.155260  0.313
C  -0.541392  1.112419  2.070374  -1.203
H  -1.301254  1.690852  2.603119  0.333
H  0.175799  0.717943  2.789988  0.338
H  1.971478  0.696731  -2.852699  0.343
H  -1.173919  -2.112642  -0.177719  0.395
O  -0.203257  -2.140449  -0.188498  -0.609
H  -0.089902  -1.383979  -1.940841  0.442
C  0.240400  -1.113570  0.704223  -0.817
H  1.233460  -0.739012  0.446673  0.301
O  -0.334385  1.467583  -1.182874  -0.558
O  -0.461633  -0.499522  -2.187065  -0.425
H  0.399926  -1.565598  1.685168  0.453
H  -1.346930  1.011792  -0.456651  0.479
H  -1.700347  -0.759015  1.945720  0.521
C  0.263721  0.465772  -1.638065  0.720

Cartesian forces, eV/Å:
3.3 -1.6 -0.7
0.1 0.0 0.3
0.0 0.0 0.0
0.3 1.8 -2.5
0.0 -0.1 0.0
-0.2 -0.1 -0.1
-0.3 -0.1 0.1
0.1 0.0 0.0
0.0 0.0 0.0
-0.1 0.0 0.0
0.2 0.1 0.0
0.0 0.2 -0.2
-0.2 0.4 0.0
-2.1 0.4 2.3
-0.3 0.3 -0.5
1.4 -1.3 -0.7
0.5 -0.1 0.4
0.2 -0.2 0.1
-1.9 -1.7 1.9
0.0 0.2 0.0
-1.1 1.7 -0.5

## Properties
E_HOMO in eV: -8.38
Total energy in Eh: -498.59795
Gap between HOMO and LUMO in eV: 9.012
Molecular weight in g mol⁻¹: 136.1
LUMO in eV: 0.631